Entry from the OMol25 dataset: a structure of composition C3H7I2OP (ωB97M-V/def2-TZVPD).

```
14
C3H7I2OP, DFT ωB97M-V/def2-TZVPD
H -0.4337 -1.1572 -2.0698
H -1.5283 -1.2029 0.5812
H -0.4036 0.7577 -2.4418
H -0.2088 -2.6284 0.6823
C -0.5125 -0.0817 -1.6473
O 2.1399 -0.4148 -0.5236
H -0.5844 1.7078 0.7132
I 0.0526 -1.1262 2.8729
H 0.6462 1.2953 1.8155
I 1.7346 3.0613 -0.0340
C 0.4403 1.4547 0.7690
P 0.7784 -0.0251 -0.2776
H -1.5759 -0.0770 -1.2260
C -0.5448 -1.5636 0.7860
```

Computed properties:
- Kohn-Sham gap: 8.76 eV
- Relative energy (zero: lowest compared OMol25 entry of this formula, charge and spin): 53.82 kcal per mole
- Electronic energy: -1130.4465 Ha
- Total charge: 0

Atom charges from the natural (NBO) analysis, given in e for atoms 1 to 4:
1 H 0.263
2 H 0.198
3 H 0.256
4 H 0.241